No. 1
Here is a molecular structure, C4H8O3 from OMol25. Energies are from wB97M-V/def2-TZVPD.

```
15
C4H8O3 (wB97M-V/def2-TZVPD)
O 3.005 -0.531 0.143
O -0.430 -1.018 -0.835
O -1.590 0.503 0.397
C -0.481 -0.128 0.103
C 1.956 0.424 0.033
C -2.780 0.073 -0.282
C 0.749 -0.063 0.803
H -2.795 0.481 -1.295
H -3.615 0.465 0.300
H 3.799 -0.138 -0.242
H 1.687 0.585 -1.024
H 0.720 0.205 1.855
H -2.810 -1.017 -0.330
H 0.555 -1.254 -0.133
H 2.295 1.391 0.435
```

For the lowest unoccupied orbital energy, the calculation gives 0.82 eV. Its highest occupied orbital energy is -8.4 eV. The calculation puts the orbital gap at 9.199 eV.

---

No. 2
Here is 13 unconnected molecules or ions with the total composition C17H60N14O13 in a non-equilibrium geometry from OMol25. Energies are from wB97M-V/def2-TZVPD.

```
104
C17H60N14O13 (wB97M-V/def2-TZVPD)
O -1.858 3.248 -3.441
O -3.763 2.229 -1.008
O 2.440 -6.122 -0.812
O -1.515 0.980 4.213
O 0.924 -0.724 -3.411
O -3.728 -0.538 3.694
O -4.696 -2.926 -0.085
O 0.758 -1.202 -0.159
O 3.038 -3.006 1.832
O -1.160 -1.756 3.063
O 3.047 -1.349 -1.919
O -3.698 -0.040 -2.464
O 2.326 3.967 -1.353
N -0.305 0.679 -1.133
N -0.902 0.095 0.897
N 0.530 -2.300 4.591
N -1.607 3.244 -0.691
N -1.379 -3.062 4.991
N 1.725 -1.126 2.420
N 3.421 -4.287 -1.885
N -2.485 2.304 0.978
N 1.421 -4.017 -0.962
N -5.136 1.350 3.634
N -3.045 -1.293 -0.012
N 3.802 -1.319 3.140
N -4.458 0.622 1.708
N -3.293 -2.630 1.733
C -0.663 -2.395 4.166
C -4.422 0.469 3.049
C 0.332 2.300 5.217
C -0.155 -0.135 -0.144
C -3.681 -2.298 0.550
C -0.499 1.038 5.312
C -2.646 2.603 -0.240
C -2.685 -0.223 -3.514
C 2.926 3.421 -3.616
C 2.834 -1.759 2.409
C 2.414 -4.782 -1.109
C -0.395 3.209 -3.560
C 0.259 0.140 -5.543
C 1.401 -0.041 -4.604
C 5.269 -1.475 -1.359
C 3.920 -0.680 -1.165
C 2.661 2.859 -2.235
H -0.099 4.163 -3.452
H -4.108 -0.161 1.226
H 3.835 0.338 -1.481
H -0.933 1.545 -1.098
H -3.824 0.870 -2.308
H -2.132 3.993 -3.944
H 1.916 2.035 -2.359
H 4.727 -1.446 2.666
H 4.213 -4.919 -2.245
H -0.734 3.408 -0.140
H 1.167 -1.740 4.037
H -1.597 0.896 0.988
H -2.416 -3.055 4.725
H -5.358 1.304 4.624
H 3.833 -0.496 3.774
H 2.056 3.895 -4.012
H 0.112 0.240 5.292
H 5.324 -2.304 -0.676
H 1.059 2.405 6.015
H -0.262 3.235 5.108
H 1.074 2.248 4.370
H 0.705 0.315 -6.553
H 0.892 -2.455 5.632
H -3.887 -3.226 2.260
H 1.879 0.900 -4.431
H 3.655 4.238 -3.607
H 1.084 -1.345 1.674
H 3.452 -3.263 -2.027
H -0.012 2.996 -4.530
H -0.709 -0.436 1.762
H -2.455 0.767 -3.943
H -3.494 -1.010 -0.855
H -2.482 -2.123 2.193
H -1.711 2.690 1.588
H 5.581 -1.836 -2.308
H -0.383 -0.739 -5.460
H 1.748 -0.146 2.712
H 0.127 0.563 -2.028
H 1.598 -3.090 -0.689
H 3.221 2.533 -4.208
H 0.637 -1.645 -3.453
H -0.364 0.857 -5.043
H 0.628 -4.318 -0.356
H 3.644 2.430 -1.907
H 3.123 4.458 -1.213
H 0.081 2.617 -2.698
H -0.949 -3.907 5.420
H -0.870 1.072 6.424
H -5.191 1.153 1.292
H -3.225 1.763 1.399
H 2.165 -0.578 -5.144
H 6.094 -0.905 -0.939
H -5.069 2.307 3.265
H 2.153 -1.014 -1.776
H -1.816 0.080 4.261
H -3.076 -0.889 -4.250
H -2.216 -0.795 0.249
H 3.568 -0.611 -0.093
H -1.708 -0.533 -3.113
H -1.580 3.420 -1.760
```

For the lowest unoccupied orbital energy, the calculation gives -0.36 eV. Its highest occupied orbital energy is -7.5 eV. The calculation puts the orbital gap at 7.186 eV.

---

Q: The lowest lowest unoccupied orbital energy belongs to which entry?
A: C17H60N14O13

---

Q: highest occupied orbital energy of number 2 (C17H60N14O13)?
A: -7.5 eV

---

Q: Look up the orbital gap of the second one.
A: 7.186 eV